[1]
{"formula": "C24H27N4O2SSiW", "method": "ωB97M-V/def2-TZVPD", "multiplicity": 1, "homo_ev": -11.0, "homo_lumo_gap_ev": 6.613, "total_charge": 1, "lumo_ev": -4.4, "largest_force_ha_per_bohr": 0.008, "de_lowest_kj_mol": 0.00, "total_energy_ev": -55915.616, "symbols": ["W", "O", "C", "C", "C", "C", "C", "C", "C", "N", "N", "C", "O", "C", "C", "C", "C", "C", "C", "H", "H", "H", "H", "H", "H", "H", "H", "H", "H", "N", "C", "S", "C", "C", "C", "N", "C", "C", "H", "H", "H", "H", "H", "H", "C", "Si", "C", "C", "C", "H", "H", "H", "H", "H", "H", "H", "H", "H", "H", "H"], "xyz": [[-0.24461, -0.31218, 0.13206], [-1.37013, -1.04102, -1.25586], [-2.61613, -0.53205, -1.52692], [-3.45458, -1.14239, -2.43823], [-4.74704, -0.65785, -2.58781], [-5.19298, 0.42013, -1.83041], [-4.33644, 1.02449, -0.92154], [-3.03774, 0.55429, -0.77330], [-2.09455, 1.13457, 0.20182], [-0.83191, 1.46543, -0.15801], [-0.09616, 2.58855, 0.11362], [1.09855, 2.18810, 0.41978], [1.32191, 0.87089, 0.50100], [2.20338, 3.11375, 0.67647], [2.05359, 4.47388, 0.40809], [3.09800, 5.34065, 0.67312], [4.28914, 4.85740, 1.20270], [4.43921, 3.50366, 1.46884], [3.39742, 2.62896, 1.20520], [-3.10137, -1.99537, -3.00263], [-5.41586, -1.13877, -3.28873], [-6.20419, 0.78432, -1.94585], [-4.67183, 1.86505, -0.32612], [-2.50321, 1.66724, 1.05813], [1.12094, 4.83455, -0.00370], [2.98629, 6.39606, 0.46509], [5.10384, 5.53963, 1.40656], [5.36648, 3.13034, 1.88194], [3.50412, 1.57187, 1.40770], [3.33027, -3.72398, -4.90235], [3.19647, -4.21109, -3.65793], [3.85081, -5.61267, -3.13325], [2.46129, -3.33111, -2.70295], [2.64567, -1.94946, -2.71173], [2.00598, -1.17737, -1.76664], [1.14234, -1.70733, -0.88109], [0.93910, -3.03399, -0.89068], [1.60264, -3.87381, -1.75560], [3.81626, -4.29216, -5.57802], [2.77647, -2.95227, -5.23484], [3.32372, -1.48834, -3.41633], [2.15158, -0.10681, -1.71503], [0.21336, -3.42237, -0.18847], [1.44900, -4.94265, -1.71258], [-0.91211, -1.20004, 4.97585], [-0.04692, -0.32948, 3.58820], [-0.46196, 1.48569, 3.58599], [1.78807, -0.62841, 3.60916], [-0.73915, -1.07948, 1.96156], [-0.58910, -0.80091, 5.94015], [-0.68827, -2.26909, 4.97186], [-1.99466, -1.07586, 4.91138], [-0.08590, 1.97027, 4.48968], [-1.54353, 1.63977, 3.56321], [-0.02164, 2.00286, 2.73160], [2.24394, -0.10660, 4.45363], [2.25987, -0.26327, 2.69502], [2.01746, -1.69089, 3.71855], [-1.82372, -1.15656, 2.09462], [-0.35562, -2.11422, 1.85919]]}

[2]
{"formula": "C23H27ClN5O3S4Sr", "method": "ωB97M-V/def2-TZVPD", "multiplicity": 2, "homo_ev": [0.3, -1.0], "homo_lumo_gap_ev": [4.248, 5.579], "total_charge": -2, "lumo_ev": [4.6, 4.6], "largest_force_ha_per_bohr": 0.038, "de_lowest_kj_mol": 21.15, "total_energy_ev": -94585.802, "symbols": ["Sr", "C", "C", "C", "C", "C", "C", "C", "C", "C", "C", "H", "H", "H", "H", "H", "H", "H", "H", "H", "H", "H", "H", "H", "H", "N", "C", "C", "N", "C", "C", "N", "C", "C", "N", "H", "H", "H", "H", "H", "H", "S", "S", "S", "S", "O", "N", "C", "C", "C", "C", "C", "H", "H", "H", "H", "H", "Cl", "C", "C", "O", "O", "H", "H"], "xyz": [[-0.14049, -0.96951, -0.17734], [-3.60012, 1.94794, 1.31060], [-2.94922, 3.13711, 0.59802], [-3.45899, 3.19460, -0.84139], [-1.43107, 3.06215, 0.69888], [-0.81019, 2.94678, 1.94092], [0.56665, 2.84147, 2.05199], [1.38804, 2.83098, 0.92593], [2.88490, 2.70973, 1.05435], [0.77236, 2.94504, -0.31609], [-0.61028, 3.06983, -0.42268], [-4.68867, 1.98647, 1.19892], [-3.36119, 1.91322, 2.37385], [-3.23479, 1.01422, 0.87975], [-3.26405, 4.05768, 1.10217], [-3.15275, 2.30044, -1.39404], [-3.09192, 4.07519, -1.37613], [-4.55091, 3.22279, -0.84650], [-1.41156, 2.90233, 2.84189], [1.00950, 2.70309, 3.03018], [3.14523, 2.16541, 1.96360], [3.34874, 3.70318, 1.09411], [3.29572, 2.16417, 0.20370], [1.37732, 2.91573, -1.21735], [-1.05085, 3.14767, -1.40910], [-1.61797, -3.89197, -2.40957], [-1.32137, -4.87551, -1.44700], [-0.24111, -4.44419, -0.74959], [0.15955, -3.18955, -1.16791], [-0.69952, -2.86095, -2.18612], [-0.71090, -1.63627, -2.86297], [0.10954, -0.57876, -2.58452], [-0.33024, 0.44987, -3.40193], [-1.39222, 0.05858, -4.14565], [-1.62942, -1.29351, -3.85303], [-2.57643, -3.63016, -2.62314], [-1.88082, -5.79434, -1.38367], [0.26967, -4.94463, 0.05923], [0.17257, 1.40620, -3.39078], [-1.99909, 0.60081, -4.85096], [-2.57574, -1.65237, -3.76977], [2.32261, -0.84229, 1.76789], [1.46222, -0.21318, 3.53370], [-0.19107, -1.38891, 3.89018], [-1.68379, -0.81978, 2.58799], [3.34640, 0.77178, -1.68707], [3.70287, -0.43668, -1.44034], [4.66865, -0.69263, -0.52751], [5.12021, -1.97665, -0.31106], [4.57646, -3.03823, -1.01260], [3.54170, -2.76916, -1.89092], [3.10839, -1.47361, -2.07892], [5.01787, 0.17467, 0.00853], [5.88453, -2.13420, 0.43768], [4.91489, -4.05065, -0.83989], [3.01810, -3.56080, -2.40897], [2.26135, -1.19236, -2.69169], [-6.14299, -0.03926, -1.05785], [-4.91439, -1.14967, -0.34642], [-3.77295, -1.43022, -1.34008], [-4.06169, -2.12284, -2.34661], [-2.65246, -0.96386, -1.02546], [-5.42947, -2.07422, -0.10350], [-4.52421, -0.67929, 0.54765]]}

[3]
{"formula": "C5H10O2", "method": "ωB97M-V/def2-TZVPD", "multiplicity": 1, "homo_ev": -9.7, "smiles": "C=CCO.CC=O", "homo_lumo_gap_ev": 10.649, "lumo_ev": 0.9, "largest_force_ha_per_bohr": 0.009, "de_lowest_kj_mol": 215.37, "total_energy_ev": -9440.811, "symbols": ["O", "C", "C", "C", "C", "C", "O", "H", "H", "H", "H", "H", "H", "H", "H", "H", "H"], "xyz": [[-0.34563, 1.44298, -2.09537], [-0.38769, 1.95854, -0.78797], [0.76654, 1.50533, 0.06931], [0.66464, 1.12627, 1.34044], [-0.07057, -2.58690, 0.58625], [-0.46036, -1.46902, -0.33184], [0.06929, -1.26536, -1.40277], [-0.26437, 0.47462, -2.03544], [-1.34035, 1.72600, -0.27733], [-0.34724, 3.05001, -0.89225], [1.73724, 1.50589, -0.42767], [-0.29917, 1.10392, 1.84978], [1.53339, 0.83165, 1.92440], [0.09137, -2.19457, 1.59566], [0.83189, -3.08758, 0.22216], [-1.28548, -0.80806, 0.00941], [-0.89351, -3.31372, 0.65322]]}

[4]
{"formula": "C3H11N2S", "method": "ωB97M-V/def2-TZVPD", "multiplicity": 1, "homo_ev": -12.1, "homo_lumo_gap_ev": 8.334, "total_charge": 1, "lumo_ev": -3.7, "largest_force_ha_per_bohr": 0.038, "de_lowest_kj_mol": 74.31, "total_energy_ev": -17098.243, "symbols": ["C", "S", "C", "H", "H", "H", "H", "H", "H", "N", "C", "N", "H", "H", "H", "H", "H"], "xyz": [[-0.02103, -1.70311, -1.55326], [-1.02080, -1.31909, -0.07049], [-2.74036, -1.28689, -0.61989], [0.98515, -1.94762, -1.19748], [-0.37023, -2.46192, -2.24624], [0.11271, -0.77281, -2.12709], [-2.93163, -1.94306, -1.46254], [-3.08891, -0.26484, -0.72733], [-3.13293, -1.76112, 0.28163], [2.28534, 2.61359, 1.28425], [1.60681, 1.54380, 1.65858], [0.95953, 0.75715, 0.84998], [2.22508, 2.81587, 0.29258], [2.48827, 3.40575, 1.87432], [1.36267, 1.46555, 2.71290], [0.29502, 0.05825, 1.20888], [0.98530, 0.80053, -0.15881]]}

[5]
{"formula": "C6H12O6", "method": "ωB97M-V/def2-TZVPD", "multiplicity": 1, "homo_ev": -9.7, "smiles": "OC[C@@H]1O[C@](O)(CO)[C@H](O)[C@H]1O", "homo_lumo_gap_ev": 9.889, "lumo_ev": 0.2, "largest_force_ha_per_bohr": 0.068, "de_lowest_kj_mol": 188.35, "total_energy_ev": -18699.143, "symbols": ["C", "C", "C", "C", "C", "C", "H", "H", "H", "H", "H", "H", "H", "H", "H", "H", "H", "H", "O", "O", "O", "O", "O", "O"], "xyz": [[2.40824, -0.43227, -0.53024], [1.34401, 0.09962, 0.56079], [-0.82975, -0.69052, 0.55973], [-1.27770, -1.23840, -0.72480], [-0.96633, 0.89220, 0.46333], [0.47347, 1.23801, 0.00229], [2.70893, -2.22001, 0.12456], [1.75768, -0.50340, -1.44574], [3.07335, 0.44586, -0.68746], [1.79945, 0.50556, 1.43248], [-1.53147, -1.14327, 2.28295], [-0.70981, -0.60400, -1.51417], [-0.97326, -2.30205, -0.65516], [-2.85542, -0.21756, -0.78329], [-1.25602, 1.17283, 1.50066], [-2.75681, 1.91382, -0.04703], [0.61303, 1.27596, -1.08785], [0.58529, 3.03989, -0.31213], [3.17453, -1.55857, -0.33294], [0.50387, -0.98493, 0.86992], [-1.70168, -1.47975, 1.41802], [-2.65402, -1.14174, -1.02083], [-1.93662, 1.44610, -0.41058], [1.00706, 2.48661, 0.33746]]}

[6]
{"formula": "C16H24FN3O", "method": "ωB97M-V/def2-TZVPD", "multiplicity": 1, "homo_ev": -8.0, "smiles": "CCCCNC(=O)N1CCN(Cc2cccc(F)c2)CC1", "homo_lumo_gap_ev": 8.683, "lumo_ev": 0.7, "largest_force_ha_per_bohr": 0.009, "de_lowest_kj_mol": 19.66, "total_energy_ev": -26217.457, "symbols": ["C", "C", "C", "C", "N", "C", "O", "N", "C", "H", "C", "N", "C", "C", "C", "C", "C", "C", "C", "H", "H", "H", "F", "H", "H", "H", "C", "C", "H", "H", "H", "H", "H", "H", "H", "H", "H", "H", "H", "H", "H", "H", "H", "H", "H"], "xyz": [[4.37045, 3.30954, -1.19745], [3.68138, 2.42637, -0.16529], [3.16706, 3.23570, 1.02257], [2.48301, 2.34947, 2.06441], [1.32413, 1.68660, 1.51546], [1.19899, 0.32888, 1.54740], [2.05672, -0.38558, 2.03378], [0.02025, -0.18548, 1.04992], [-0.79381, 0.43634, 0.02680], [-0.74316, 1.52374, 0.07451], [-0.33249, -0.03720, -1.36578], [-0.31531, -1.47403, -1.51724], [-1.52248, -2.10952, -2.00641], [-2.72856, -2.10327, -1.09256], [-2.92739, -3.13691, -0.18551], [-4.01846, -3.09514, 0.66170], [-4.93052, -2.05619, 0.63808], [-4.73566, -1.03586, -0.27647], [-3.64894, -1.06110, -1.13358], [-3.51585, -0.26241, -1.84904], [-5.43938, -0.21846, -0.32222], [-5.77013, -2.06022, 1.31432], [-4.20050, -4.10659, 1.53681], [-2.24747, -3.97353, -0.13414], [-1.78424, -1.60890, -2.94416], [-1.25784, -3.14502, -2.24020], [0.38152, -2.11389, -0.41847], [-0.06978, -1.63410, 0.96854], [0.58173, -2.05325, 1.73525], [-1.10625, -1.91898, 1.16918], [0.26709, -3.19485, -0.50230], [1.44544, -1.87059, -0.52450], [-0.96407, 0.39958, -2.14126], [0.69614, 0.31544, -1.51750], [-1.83205, 0.13529, 0.20351], [0.54054, 2.26794, 1.27591], [3.15972, 1.55816, 2.39437], [2.19455, 2.95212, 2.93461], [3.99988, 3.75386, 1.50125], [2.46124, 3.99309, 0.67000], [4.37962, 1.66916, 0.19548], [2.84366, 1.90407, -0.63229], [5.22020, 3.82299, -0.75280], [3.68178, 4.05952, -1.58180], [4.72924, 2.71321, -2.03289]]}